Density functional theory data (ωB97M-V/def2-TZVPD) for C2H7N3O in the gas phase in a non-equilibrium geometry.

The geometry in XYZ format:
```
13
Properties=species:S:1:pos:R:3:forces:R:3:nbo_charge:R:1
C 1.000626 0.629718 0.000969 -0.6 0.5 -1.7 -0.318
C -0.090799 -0.117365 0.739645 4.5 1.2 2.2 0.385
H 1.064512 0.285104 -2.056570 0.9 -0.2 0.7 0.338
H 1.733654 -1.034797 -1.222577 -0.1 3.8 0.3 0.360
H 0.434885 1.582485 -0.061181 0.9 0.1 -1.3 0.217
H 1.858587 0.867125 0.551297 0.7 0.2 1.8 0.203
H 1.113283 0.181871 2.223652 -2.7 -1.1 -0.4 0.344
H -1.723383 -1.272345 0.449250 1.6 1.5 -1.2 0.368
H -1.230453 -0.119583 -1.873803 -3.0 1.9 3.7 0.470
N 1.701879 0.117798 -1.241535 -2.4 -3.0 -0.8 -0.817
N 0.105726 -0.219816 2.030041 0.5 0.1 -1.4 -0.660
N -1.017299 -0.639107 -0.088093 -3.7 -3.7 2.6 -0.364
O -1.780273 0.202986 -0.919581 3.6 -1.4 -4.6 -0.527
```
Forces are in eV/Å.

The HOMO energy comes out at -9.56 eV. The value obtained for the orbital gap is 0.3630 Ha. For the energy above the lowest of the compared OMol25 structures with the same formula, charge and spin, the calculation gives 117.87 kcal/mol. Its SMILES is [H]/N=C(\CN)NO. The LUMO energy comes out at 0.32 eV. As for the molar mass: 89.098 g mol⁻¹.


Density functional theory data (ωB97M-V/def2-TZVPD) for a 2-piece molecular cluster, C2H7N3O overall in a non-equilibrium geometry.

The geometry in XYZ format:
```
13
Properties=species:S:1:pos:R:3:forces:R:3:nbo_charge:R:1
C -0.347161 1.572575 -0.181089 0.3 -0.2 0.8 -0.282
O 0.442854 0.480739 -0.601405 1.5 -1.1 0.1 -0.482
N 1.559941 0.049249 0.544254 1.3 1.3 -0.7 0.196
N 2.451280 -0.611795 0.078530 -2.0 2.0 -1.8 -0.375
H 3.415370 -0.361057 0.343252 -0.6 -0.9 1.4 0.406
H -1.300192 1.556471 -0.722453 0.3 -0.2 -0.1 0.211
H -0.593129 1.490212 0.885309 0.1 0.1 0.0 0.181
H 0.180055 2.515548 -0.350732 -0.1 0.0 0.0 0.179
C -0.828010 -1.445936 -0.205990 -1.3 -1.5 2.2 0.005
N -2.095598 -1.244334 -0.102816 1.3 0.7 -1.2 -0.662
H -2.328736 -0.584482 0.642672 0.2 -0.6 0.4 0.326
H -0.423632 -2.084490 -1.000959 -0.3 0.4 0.0 0.167
H -0.133042 -1.332700 0.671427 -0.7 0.2 -0.9 0.129
```
Forces are in eV/Å.

The HOMO energy (spin up / spin down) comes out at -9.18 / -9.18 eV. The value obtained for the orbital gap (spin up / spin down) is 0.3056 / 0.3055 Ha. For the energy above the lowest of the compared OMol25 structures with the same formula, charge and spin, the calculation gives 149.24 kcal/mol. Its SMILES is [H]/N=N/OC.C=N. The LUMO energy (spin up / spin down) comes out at -0.87 / -0.87 eV. As for the molar mass: 89.098 g mol⁻¹.


Density functional theory data (ωB97M-V/def2-TZVPD) for a 2-piece molecular cluster, C2H7N3O overall in a non-equilibrium geometry.

The geometry in XYZ format:
```
13
Properties=species:S:1:pos:R:3:forces:R:3:nbo_charge:R:1
N -0.443810 -1.321672 -1.195805 -0.2 0.9 -1.1 -0.593
C -1.415248 -1.306740 -0.349979 0.8 -0.4 0.8 0.296
N -1.474793 -0.467110 0.712784 -0.1 -0.9 -0.4 -0.293
H -0.616828 -1.686610 -2.129371 0.2 -0.7 0.3 0.442
H 0.401904 -0.724197 -1.124646 0.2 0.3 0.6 0.472
H -2.126152 -2.130821 -0.427316 -0.6 0.4 -0.3 0.247
H -1.816652 -1.000984 1.524654 0.1 0.4 0.1 0.376
C 1.751522 1.068672 0.446029 0.3 -0.9 0.0 0.547
N 0.813192 2.036146 0.337884 0.0 0.0 1.3 -0.782
O 1.839805 0.080501 -0.272977 -0.7 0.1 -0.3 -0.654
H 2.469714 1.151891 1.274025 0.0 0.5 -0.2 0.150
H -0.086607 1.742913 0.001907 -0.1 0.0 -0.6 0.391
H 0.703955 2.558007 1.202812 0.2 0.3 -0.3 0.402
```
Forces are in eV/Å.

The HOMO energy (spin up / spin down) comes out at -14.38 / -14.35 eV. The value obtained for the orbital gap (spin up / spin down) is 0.3596 / 0.2248 Ha. For the energy above the lowest of the compared OMol25 structures with the same formula, charge and spin, the calculation gives 5.51 kcal/mol. Its total charge is +1. The LUMO energy (spin up / spin down) comes out at -4.59 / -8.23 eV. As for the molar mass: 89.098 g mol⁻¹. As for the multiplicity: 2.


Density functional theory data (ωB97M-V/def2-TZVPD) for C2H7N3O2 in the gas phase in a non-equilibrium geometry.

The geometry in XYZ format:
```
14
Properties=species:S:1:pos:R:3:forces:R:3:nbo_charge:R:1
C 0.886994 -0.965943 -0.172125 -0.1 -1.2 -3.2 -0.398
C 0.026101 1.445962 -0.148818 1.1 -0.7 2.7 -0.446
N -1.336858 -0.666461 -0.116089 1.2 -0.6 0.0 -0.048
N -0.172079 -0.021515 -0.121350 -0.4 1.7 0.2 -0.251
N -2.397511 -0.057439 -0.204511 -1.0 -1.5 1.2 0.481
O -2.685077 1.124246 -0.251866 -0.7 1.3 -0.2 -0.507
O -3.432060 -1.034174 -0.094906 -0.6 -0.1 -1.1 -0.569
H 1.719962 -0.859040 0.442109 1.1 0.8 1.5 0.199
H 0.404616 -1.907666 0.052308 0.3 -0.3 0.0 0.232
H 1.317404 -1.052973 -1.237967 -0.6 0.1 1.3 0.174
H 0.997803 1.686731 -0.580071 -0.1 -0.1 0.2 0.209
H -0.743819 1.965325 -0.565209 -1.9 0.8 -2.4 0.247
H -0.159611 1.949408 0.856880 1.3 -1.1 -0.4 0.200
H -3.814771 -1.061257 0.792179 0.4 0.7 0.2 0.477
```
Forces are in eV/Å.

The HOMO energy comes out at -8.09 eV. The value obtained for the orbital gap is 0.3277 Ha. For the energy above the lowest of the compared OMol25 structures with the same formula, charge and spin, the calculation gives 163.87 kcal/mol. Its SMILES is CN(C)/N=[N+](\[O-])O. The LUMO energy comes out at 0.83 eV. As for the molar mass: 105.097 g mol⁻¹.


Density functional theory data (ωB97M-V/def2-TZVPD) for C2H7N3O2 in the gas phase in a non-equilibrium geometry.

The geometry in XYZ format:
```
14
Properties=species:S:1:pos:R:3:forces:R:3:nbo_charge:R:1
C -1.817857 0.266297 0.058295 1.0 -1.5 -1.2 0.762
C -0.300238 -0.174891 0.347398 0.4 -1.6 1.2 -0.037
N 0.131827 -1.582708 -0.154014 -1.2 3.4 -0.5 -0.887
N 0.624391 0.777950 -0.228503 -0.6 -0.4 -0.9 -0.504
N 1.933788 0.566946 0.359842 -0.3 0.1 -1.4 -0.667
O -2.704557 -0.553977 -0.042441 0.8 1.6 0.3 -0.564
O -1.856327 1.588005 -0.239883 0.0 -1.2 1.1 -0.666
H -0.126286 -0.111491 1.492065 -0.4 -0.4 -1.8 0.220
H -0.434631 -1.844386 -0.989331 0.4 -0.3 1.6 0.391
H 0.187757 -2.157076 0.648440 -0.5 -1.3 0.1 0.382
H 0.596766 0.512570 -1.255082 0.5 0.6 1.3 0.342
H 2.228750 -0.416851 0.113935 -0.1 1.5 0.0 0.359
H 2.470704 1.303204 -0.141862 0.2 -1.2 0.7 0.362
H -0.934092 1.826412 0.031138 -0.2 0.7 -0.6 0.507
```
Forces are in eV/Å.

The HOMO energy comes out at -9.95 eV. The value obtained for the orbital gap is 0.3958 Ha. For the energy above the lowest of the compared OMol25 structures with the same formula, charge and spin, the calculation gives 59.50 kcal/mol. Its SMILES is NN[C@H](N)C(=O)O. The LUMO energy comes out at 0.82 eV. As for the molar mass: 105.097 g mol⁻¹.


Density functional theory data (ωB97M-V/def2-TZVPD) for a 2-piece molecular cluster, C2H7N3O2 overall in a non-equilibrium geometry.

The geometry in XYZ format:
```
14
Properties=species:S:1:pos:R:3:forces:R:3:nbo_charge:R:1
O -2.939153 0.982024 0.833544 1.4 2.3 -1.4 -0.557
C -1.902154 1.393701 0.338892 0.6 -2.3 0.9 0.648
O -1.528675 2.635118 -0.108946 -0.6 -0.2 0.6 -0.699
H -1.077281 0.635961 0.243382 -0.4 0.8 -0.1 0.102
H -0.547136 2.723538 -0.164706 -1.1 -0.6 0.0 0.500
N 1.338245 -0.273991 -1.079974 2.0 0.3 -0.2 -0.825
C 0.856417 -0.772815 0.099101 -0.3 -0.4 3.1 0.563
N -0.281916 -1.583297 0.016704 0.2 -0.6 -2.0 -0.835
N 1.237046 -0.478160 1.305146 0.6 -0.5 -1.0 -0.791
H 2.363257 -0.050493 -1.046555 -1.6 -0.2 0.0 0.394
H 1.129706 -0.849834 -1.865066 -0.1 -0.2 -0.7 0.376
H -0.304826 -2.213551 -0.816444 -0.2 0.9 1.2 0.374
H -0.524983 -2.068675 0.870935 0.3 0.3 -0.1 0.413
H 2.181453 -0.079527 1.373988 -0.7 0.4 -0.3 0.338
```
Forces are in eV/Å.

The HOMO energy comes out at -9.29 eV. The value obtained for the orbital gap is 0.3547 Ha. For the energy above the lowest of the compared OMol25 structures with the same formula, charge and spin, the calculation gives 34.92 kcal/mol. Its SMILES is N=C(N)N.O=CO. The LUMO energy comes out at 0.36 eV. As for the molar mass: 105.097 g mol⁻¹.


- What is the formula in the first record?
  C2H7N3O